Computed, not measured: 4 unconnected molecules or ions with the total composition C5H15NO2 at a distorted geometry, with the ωB97M-V functional and the def2-TZVPD basis.

Results
Highest occupied orbital energy in eV: -7.237
Lowest unoccupied orbital energy in eV: -2.894
Relative energy (zero: lowest compared OMol25 entry of this formula, charge and spin) in kcal/mol: 153.47
Total charge: 0
Spin multiplicity: 1
Electronic energy in eV: -11007.291

CARTESIAN COORDINATES (ANGSTROEM)
C  -1.0304  1.7494  1.7729
C  0.1379  1.5127  0.8030
C  -0.3281  0.6473  -0.3262
C  -0.1633  0.9596  -1.6758
C  -0.7365  0.2541  -2.6688
N  1.3035  0.9399  1.5096
H  -0.8601  1.1911  2.6873
H  -1.2421  2.7830  1.9990
H  -1.9476  1.2804  1.3850
H  0.4490  2.4256  0.2828
H  -0.8972  -0.2281  -0.0007
H  -0.4321  -0.9577  1.9577
H  0.4989  1.7798  -1.9338
H  -0.5573  0.5791  -3.6660
H  -1.3005  -0.6256  -2.4138
H  1.9628  0.6118  0.7981
H  0.9773  0.0401  1.8752
H  0.8158  -1.0728  -0.6657
H  1.0999  -2.5311  -0.4264
O  1.5252  -1.7203  -0.7306
H  -0.6480  -2.1861  1.2556
H  -0.7946  -3.6895  1.2075
O  -0.7721  -2.9286  0.6106

Atom charges from the Mulliken analysis, given in e for atoms 1 to 4: atom 1 (C): -1.351, atom 2 (C): 0.177, atom 3 (C): -0.739, atom 4 (C): 0.032

Computed, not measured: a molecular structure, C23H38HfN2OS2Si2, with the ωB97M-V functional and the def2-TZVPD basis.

Results
Highest occupied orbital energy in eV: -7.571
Lowest unoccupied orbital energy in eV: 0.460
Relative energy (zero: lowest compared OMol25 entry of this formula, charge and spin) in kcal/mol: 0.00
Total charge: 0
Spin multiplicity: 1
Electronic energy in eV: -68235.325

CARTESIAN COORDINATES (ANGSTROEM)
Hf  -0.1774  0.4658  0.0595
C  0.5777  -2.0277  -1.8393
N  1.3456  -1.0044  -1.0824
C  2.0297  -1.6728  0.0646
C  2.5926  -0.6774  1.0687
N  1.5130  0.0449  1.7841
C  1.0251  -0.7620  2.9256
C  1.8971  1.3662  2.2740
C  3.2009  1.6445  2.6468
C  3.5541  2.9089  3.0921
C  2.5876  3.8981  3.1780
C  1.2762  3.6162  2.8264
C  0.9082  2.3525  2.3742
S  -0.7873  2.0398  1.9367
C  2.3309  -0.3551  -1.9610
C  3.0853  -1.1368  -2.8328
C  4.0192  -0.5626  -3.6754
C  4.2045  0.8154  -3.6398
C  3.4695  1.5895  -2.7635
C  2.5207  1.0242  -1.8999
S  1.6824  2.0614  -0.7596
H  1.1727  -2.9310  -1.9884
H  0.3042  -1.6181  -2.8073
H  -0.3197  -2.2933  -1.2906
H  2.8531  -2.2897  -0.3062
H  1.2960  -2.3225  0.5425
H  3.2219  0.0478  0.5560
H  3.2180  -1.2343  1.7747
H  1.8252  -0.8869  3.6602
H  0.6918  -1.7356  2.5727
H  0.1802  -0.2551  3.3854
H  3.9604  0.8752  2.5789
H  4.5802  3.1154  3.3663
H  2.8521  4.8920  3.5155
H  0.5129  4.3818  2.8829
H  2.9425  -2.2096  -2.8619
H  4.5898  -1.1827  -4.3543
H  4.9280  1.2829  -4.2960
H  3.6137  2.6617  -2.7207
C  -3.7178  1.1366  0.3037
Si  -3.0838  1.6189  -1.4112
C  -3.0993  3.4797  -1.5059
C  -4.3265  0.9055  -2.6253
C  -1.3719  0.9429  -1.7487
H  -4.8114  1.1183  0.3111
H  -3.4027  1.8511  1.0685
H  -3.3796  0.1435  0.6097
H  -4.1074  3.8620  -1.3218
H  -2.7722  3.8362  -2.4856
H  -2.4331  3.9035  -0.7490
H  -5.3517  1.0656  -2.2803
H  -4.1747  -0.1718  -2.7412
H  -4.2252  1.3615  -3.6141
H  -0.8143  1.6599  -2.3559
H  -1.4945  0.0307  -2.3518
C  -3.0298  -2.1782  2.5329
Si  -2.0263  -2.4851  0.9869
C  -1.0357  -4.0586  1.2034
C  -3.1585  -2.7462  -0.4774
O  -1.0131  -1.2313  0.6998
H  -4.0664  -2.4917  2.3845
H  -3.0357  -1.1187  2.8011
H  -2.6290  -2.7380  3.3821
H  -1.7016  -4.8719  1.5073
H  -0.2604  -3.9679  1.9705
H  -0.5551  -4.3602  0.2676
H  -3.9675  -3.4314  -0.2098
H  -2.6214  -3.1824  -1.3246
H  -3.6120  -1.8093  -0.8133

Atom charges from the Mulliken analysis, given in e for atoms 1 to 4: atom 1 (Hf): -0.610, atom 2 (C): -0.978, atom 3 (N): 0.870, atom 4 (C): -0.692

Computed, not measured: C9H11NSi in the gas phase at a distorted geometry, with the ωB97M-V functional and the def2-TZVPD basis.

Results
Highest occupied orbital energy in eV: -8.700
Lowest unoccupied orbital energy in eV: 0.243
Relative energy (zero: lowest compared OMol25 entry of this formula, charge and spin) in kcal/mol: 19.98
Total charge: 0
Spin multiplicity: 1
Electronic energy in eV: -18877.915

CARTESIAN COORDINATES (ANGSTROEM)
C  -0.0117  -1.2182  2.2950
Si  -0.5532  -0.8480  0.4633
C  -2.2233  -0.1539  0.9537
C  -0.2459  -2.1401  -1.0055
N  0.4841  -1.7201  -1.8899
C  0.9695  -0.3637  -1.8531
C  1.6837  0.3105  -2.8259
C  2.0893  1.6120  -2.5931
C  1.6308  2.3151  -1.4779
C  0.7130  1.7164  -0.6643
C  0.4638  0.3481  -0.6921
H  -0.9582  -0.8547  2.9254
H  0.2266  -2.2106  2.5064
H  0.6668  -0.4164  2.5561
H  -2.8093  -0.9247  1.4045
H  -1.9202  0.7368  1.5410
H  -2.7079  0.3186  0.1019
H  -0.6219  -3.1461  -1.0270
H  2.0421  -0.1764  -3.7523
H  2.6838  2.0715  -3.3629
H  1.8316  3.4172  -1.3967
H  0.1310  2.3046  0.0346

Atom charges from the Mulliken analysis, given in e for atoms 1 to 4: atom 1 (C): -1.072, atom 2 (Si): 0.435, atom 3 (C): -1.169, atom 4 (C): -0.115

Computed, not measured: 2 unconnected molecules or ions with the total composition C4H12N2OS at a distorted geometry, with the ωB97M-V functional and the def2-TZVPD basis.

Results
Highest occupied orbital energy in eV: -9.163
Lowest unoccupied orbital energy in eV: 0.721
Relative energy (zero: lowest compared OMol25 entry of this formula, charge and spin) in kcal/mol: 64.55
Total charge: 0
Spin multiplicity: 1
Electronic energy in eV: -20203.316

CARTESIAN COORDINATES (ANGSTROEM)
C  -3.7455  -0.5138  -0.8497
C  3.5822  -0.4921  -0.1556
C  2.1618  -0.1116  -0.6810
C  1.4348  0.8874  0.1697
N  -2.4773  -0.4033  1.3637
N  1.7465  1.0150  1.3769
O  -1.7573  1.2029  -0.6990
S  -2.8849  0.7900  0.1535
H  -4.1405  -0.0059  -1.6500
H  -2.8925  -1.0719  -1.2639
H  3.3074  -0.8084  0.7805
H  4.2843  -1.2259  -0.6715
H  4.3027  0.3761  0.1040
H  1.4979  -1.0107  -0.5865
H  2.1312  0.2800  -1.7099
H  -4.4400  -1.0905  -0.3064
H  0.5450  1.5608  -0.2944
H  -1.9782  0.0655  2.0954
H  -1.9875  -1.1737  0.8546
H  1.3099  1.7303  1.9697

Atom charges from the Mulliken analysis, given in e for atoms 1 to 4: atom 1 (C): -1.014, atom 2 (C): -1.063, atom 3 (C): -0.211, atom 4 (C): 0.075

Computed, not measured: a gas-phase ion, C5H8N (charge +1) at a distorted geometry, with the ωB97M-V functional and the def2-TZVPD basis.

Results
Highest occupied orbital energy in eV: -14.930
Lowest unoccupied orbital energy in eV: -5.513
Relative energy (zero: lowest compared OMol25 entry of this formula, charge and spin) in kcal/mol: 116.78
Total charge: +1
Spin multiplicity: 1
Electronic energy in eV: -6793.024

CARTESIAN COORDINATES (ANGSTROEM)
C  2.5078  0.5312  -1.0445
C  1.2429  0.5478  -0.9017
C  -0.0305  0.7260  -1.4314
N  -0.0427  0.4393  -0.1666
C  -1.0290  0.2188  0.8117
C  -1.3455  -1.2775  1.1666
H  2.8206  0.8103  -1.9902
H  3.3528  0.5234  -0.3624
H  -0.7169  0.8095  -2.1714
H  -0.7566  0.8467  1.6892
H  -1.9527  0.7969  0.6858
H  -2.3470  -1.3840  1.2498
H  -0.8972  -2.0068  0.3337
H  -0.8060  -1.5815  2.1312

Atom charges from the Mulliken analysis, given in e for atoms 1 to 4: atom 1 (C): -0.768, atom 2 (C): 0.356, atom 3 (C): 0.037, atom 4 (N): 0.031

Computed, not measured: a molecular structure, C28H41F6IrN5O9P, with the ωB97M-V functional and the def2-TZVPD basis.

Results
Highest occupied orbital energy (spin up / spin down) in eV: -7.851 / -8.347
Expectation value of S²: 6.02
Lowest unoccupied orbital energy (spin up / spin down) in eV: -0.396 / -2.073
Relative energy (zero: lowest compared OMol25 entry of this formula, charge and spin) in kcal/mol: 0.47
Total charge: 0
Spin multiplicity: 5
Electronic energy in eV: -84008.522

CARTESIAN COORDINATES (ANGSTROEM)
Ir  -1.0519  -1.9859  0.6874
N  -0.0016  -1.5982  3.0457
N  -0.8927  -0.9323  3.8692
C  -2.1586  -0.6943  3.4606
N  -2.9493  -0.0204  4.2945
N  -2.4803  -1.1607  2.2618
N  -3.6808  -0.8537  1.6839
O  -4.5573  -0.2405  2.2849
O  -3.7837  -1.2480  0.5365
H  0.2250  -2.5242  3.3818
H  0.8210  -1.0516  2.8233
H  -0.6247  -0.6790  4.8054
H  -2.6030  0.2959  5.1821
H  -3.8949  0.1623  3.9996
O  -3.7486  -7.6142  -0.7542
C  -3.1833  -6.5981  -0.4722
C  -2.9119  -6.0742  0.9432
O  -3.1840  -6.6282  1.9751
C  -2.2396  -4.7534  0.7724
C  -2.0797  -4.4580  -0.6328
O  -1.5661  -3.3990  -1.0490
C  -2.6127  -5.5739  -1.4591
O  -2.5959  -5.6695  -2.6588
O  -1.8584  -3.9756  1.6624
C  1.7091  -3.2415  -1.5806
C  1.9460  -2.8122  -0.1321
O  1.0406  -1.8860  0.3331
C  3.3330  -2.1350  -0.0455
F  4.3371  -2.9007  -0.4964
F  3.6437  -1.7649  1.2105
F  3.3384  -1.0092  -0.7926
C  1.9319  -4.0724  0.7679
F  1.9928  -3.7609  2.0844
F  0.7929  -4.7607  0.5886
F  2.9436  -4.9205  0.5240
H  1.8315  -2.3790  -2.2354
H  0.6886  -3.6039  -1.6783
H  2.4045  -4.0202  -1.8942
O  -0.9728  0.3388  0.4025
P  -0.1158  1.1996  -0.5022
C  -1.0469  2.7132  -0.9678
C  -0.2407  3.9834  -1.2748
C  0.1868  4.7434  -0.0241
C  -1.0033  5.0393  0.8843
C  -1.7565  3.7615  1.2456
C  -2.2052  3.0164  -0.0050
C  1.4617  1.3941  0.4001
C  1.2713  1.7165  1.8891
C  2.5199  1.2861  2.6681
C  3.8214  1.6259  1.9144
C  3.5799  2.7113  0.8711
C  2.6280  2.1982  -0.2136
C  0.3047  0.2862  -2.0214
C  -0.8990  -0.4658  -2.6286
C  -1.6810  0.2944  -3.6975
C  -0.7616  0.8663  -4.7689
C  0.2939  1.7652  -4.1362
C  1.1258  1.0017  -3.1080
H  -1.5002  2.3850  -1.9068
H  -0.8900  4.6331  -1.8728
H  0.6228  3.7637  -1.9073
H  0.6898  5.6696  -0.3115
H  0.9256  4.1567  0.5261
H  -1.6899  5.7180  0.3651
H  -0.6721  5.5617  1.7848
H  -2.6277  3.9984  1.8612
H  -1.1188  3.1089  1.8494
H  -2.9241  3.6394  -0.5491
H  -2.7184  2.0906  0.2562
H  1.7342  0.3307  0.3849
H  0.3876  1.1985  2.2692
H  1.0913  2.7822  2.0379
H  2.4821  0.2077  2.8450
H  2.5110  1.7664  3.6499
H  4.2004  0.7346  1.4075
H  4.5965  1.9323  2.6182
H  4.5186  3.0230  0.4094
H  3.1649  3.6030  1.3526
H  3.1878  1.5393  -0.8813
H  2.2814  3.0350  -0.8221
H  0.9465  -0.4774  -1.5671
H  -1.5759  -0.8051  -1.8445
H  -0.5017  -1.3791  -3.0838
H  -2.2674  1.1046  -3.2519
H  -2.4106  -0.3877  -4.1389
H  -1.3363  1.4178  -5.5161
H  -0.2664  0.0435  -5.2970
H  -0.1988  2.6279  -3.6756
H  0.9625  2.1702  -4.8996
H  1.8857  1.6528  -2.6723
H  1.6785  0.2211  -3.6438

Atom charges from the Mulliken analysis, given in e for atoms 1 to 4: atom 1 (Ir): 4.726, atom 2 (N): -0.403, atom 3 (N): -0.378, atom 4 (C): 0.515

Computed, not measured: C3H6O2 in the gas phase at a distorted geometry, with the ωB97M-V functional and the def2-TZVPD basis.

Results
Highest occupied orbital energy in eV: -10.571
Lowest unoccupied orbital energy in eV: 0.812
Relative energy (zero: lowest compared OMol25 entry of this formula, charge and spin) in kcal/mol: 74.69
Total charge: 0
Spin multiplicity: 1
Electronic energy in eV: -7300.439

CARTESIAN COORDINATES (ANGSTROEM)
C  1.2489  -0.9851  -0.0317
O  0.4247  -0.3955  -1.1216
C  -0.3661  0.7403  -0.7225
C  -1.0858  0.4757  0.5727
O  -0.4880  1.6244  -1.4549
H  0.6493  -1.4818  0.3875
H  1.8444  -1.6775  -0.5043
H  1.7068  0.0021  0.4737
H  -0.3749  0.6651  1.3843
H  -1.6824  -0.4183  0.6417
H  -1.8768  1.4506  0.3749

Atom charges from the Mulliken analysis, given in e for atoms 1 to 4: atom 1 (C): -0.811, atom 2 (O): -0.366, atom 3 (C): 0.594, atom 4 (C): -0.839